A.
114
Properties=species:S:1:pos:R:3:mulliken_charge:R:1 method="wB97M-V/def2-TZVPD" charge=-1 lumo_energy_ev=1.96 gap_ev=5.20 homo_energy_ev=-3.239
C 1.0337 0.2202 0.6553 -0.11
O -0.0341 1.2042 0.7345 -0.28
O 2.3219 0.7884 0.6632 -0.91
C 0.7849 -1.0168 1.6983 0.88
F 1.7330 -1.3610 2.4901 -0.29
F -0.2869 -0.7449 2.4400 -0.29
F 0.4765 -2.1380 1.1049 -0.33
C -1.3205 0.6947 0.3468 -0.19
C -2.5019 1.5112 1.0536 -1.14
H -2.1665 2.5379 1.2003 0.28
H -3.5164 1.5668 0.6589 0.35
H -2.6128 0.9967 2.0081 0.25
H -1.5653 -0.3576 0.4912 0.28
H -1.4291 0.9502 -0.7072 0.33
H 0.9698 -0.1688 -0.3609 0.16
C 9.1768 -4.0951 1.7254 -0.90
C 10.3650 -4.5307 2.6273 -0.20
O 10.9011 -5.6606 1.8657 -0.53
H 9.5420 -3.7524 0.7574 0.25
H 8.5755 -3.3376 2.2283 0.33
H 8.3372 -4.7680 1.5510 0.30
H 10.0179 -4.7639 3.6338 0.23
H 11.2390 -3.8874 2.7299 0.22
H 10.4275 -6.4867 1.9873 0.29
C -8.2155 4.4389 -3.3108 -1.07
C -8.5060 5.5762 -4.3318 -0.11
O -9.1802 6.6028 -3.6104 -0.52
H -7.5588 3.6136 -3.5859 0.34
H -9.1047 4.0207 -2.8391 0.28
H -7.7809 4.8943 -2.4210 0.30
H -9.0734 5.1682 -5.1682 0.22
H -7.5835 5.9869 -4.7423 0.27
H -9.0183 7.4538 -4.0243 0.30
C 0.1519 5.2416 -4.2103 -1.07
C 1.0214 6.2271 -3.3364 -0.21
O 0.7131 6.1291 -1.9512 -0.53
H 0.3523 5.3869 -5.2718 0.32
H -0.8955 5.5226 -4.1008 0.32
H 0.2433 4.1806 -3.9780 0.34
H 1.1256 7.2478 -3.7044 0.29
H 2.0500 5.9118 -3.1612 0.25
H 0.3168 5.2646 -1.8199 0.30
C -8.2289 -4.1437 -2.7192 -1.05
C -6.7949 -3.9793 -3.2069 -0.19
O -5.9993 -4.8664 -2.5080 -0.52
H -8.5369 -3.9756 -1.6872 0.31
H -8.6303 -5.0623 -3.1470 0.28
H -8.7606 -3.4012 -3.3143 0.33
H -6.3198 -3.0364 -2.9362 0.28
H -6.6416 -4.1702 -4.2691 0.25
H -5.1464 -4.7745 -2.9391 0.30
C 3.7443 -6.7831 7.8186 -0.92
C 2.2578 -6.9821 8.2587 -0.16
O 2.1175 -6.7563 9.6489 -0.53
H 4.0898 -7.6067 7.1937 0.26
H 4.3691 -6.5813 8.6887 0.28
H 3.8325 -5.8385 7.2819 0.27
H 1.8909 -8.0021 8.1452 0.31
H 1.7598 -6.2587 7.6131 0.19
H 1.3499 -7.2230 9.9873 0.30
C -2.1965 -1.0466 -6.6614 -1.07
C -1.0078 -1.9890 -6.6352 -0.16
O -1.5349 -3.1497 -5.9791 -0.52
H -3.1023 -1.4280 -7.1326 0.30
H -1.8046 -0.2111 -7.2415 0.32
H -2.4591 -0.5822 -5.7108 0.30
H -0.2808 -1.4746 -6.0068 0.30
H -0.7026 -2.2915 -7.6369 0.22
H -0.8111 -3.4630 -5.4318 0.30
C 6.7320 -0.4786 -4.4183 -1.07
C 6.6775 0.8989 -5.0880 -0.17
O 5.5438 1.5552 -4.6432 -0.52
H 7.3130 -1.0657 -5.1295 0.31
H 5.7198 -0.8699 -4.3160 0.34
H 7.3088 -0.5356 -3.4952 0.32
H 6.7034 0.7378 -6.1657 0.25
H 7.4839 1.5825 -4.8225 0.22
H 5.5260 1.3390 -3.7080 0.31
C 4.3132 -7.8415 -1.9164 -0.91
C 4.4354 -6.7416 -2.9834 -0.26
O 3.3829 -6.8467 -3.9113 -0.51
H 4.4241 -8.7774 -2.4640 0.27
H 3.3590 -7.7709 -1.3942 0.25
H 5.1338 -7.8922 -1.2007 0.32
H 5.3421 -6.8421 -3.5799 0.25
H 4.5249 -5.8296 -2.3932 0.29
H 3.5141 -7.5933 -4.5002 0.30
C 10.7675 2.1922 3.2074 -0.98
C 9.4148 2.7155 2.6028 -0.19
O 8.3977 2.1528 3.2690 -0.50
H 11.5537 2.2021 2.4525 0.32
H 10.7376 1.1742 3.5959 0.29
H 11.0083 2.8229 4.0631 0.24
H 9.4580 2.3346 1.5824 0.25
H 9.4375 3.8033 2.5387 0.23
H 7.7904 1.8020 2.6134 0.34
C -11.3565 2.3747 2.5292 -0.98
C -12.4657 3.2696 3.0645 -0.23
O -11.9231 4.0636 4.1013 -0.52
H -11.6539 1.8362 1.6293 0.31
H -11.1745 1.6163 3.2907 0.30
H -10.3790 2.8402 2.4025 0.30
H -13.3032 2.7049 3.4742 0.22
H -12.8811 3.8857 2.2671 0.29
H -11.7133 3.4329 4.7940 0.31
C -4.7911 7.5189 5.9936 -1.03
C -3.3936 7.5827 6.6118 -0.25
O -2.3655 7.3486 5.6508 -0.49
H -5.5786 7.8073 6.6898 0.31
H -4.9327 6.4990 5.6362 0.28
H -4.8825 8.2477 5.1882 0.34
H -3.2007 6.9946 7.5090 0.33
H -3.3391 8.6218 6.9366 0.23
H -2.6489 7.9364 4.9467 0.29



B.
114
Properties=species:S:1:pos:R:3:mulliken_charge:R:1 method="wB97M-V/def2-TZVPD" charge=-1 lumo_energy_ev=1.97 gap_ev=6.95 homo_energy_ev=-4.984
C -0.1368 -0.9718 -1.9741 0.89
O -0.1289 0.3489 -1.3981 1.18
O -0.4989 -0.8825 -3.2627 -1.26
C 1.1730 -1.7155 -1.6671 -0.32
F 1.2080 -2.1082 -0.3586 -0.15
F 1.3445 -2.8752 -2.3456 -0.30
F 2.2577 -0.9733 -1.9485 -0.29
C -0.0126 0.4151 0.0189 1.44
C -0.1500 1.8651 0.4488 -0.41
H -1.1408 2.2056 0.1440 0.06
H -0.0952 1.9649 1.5354 0.05
H 0.6253 2.5002 0.0236 -0.01
H 0.9371 -0.0181 0.3512 -0.83
H -0.7971 -0.2143 0.4580 -0.75
H -0.9336 -1.4635 -1.3643 -0.09
C -0.4158 4.4662 5.4011 -1.44
C -0.6680 3.2559 4.5294 0.57
O 0.5813 2.6691 4.1805 -0.52
H -1.2572 5.1645 5.3681 0.37
H 0.4017 5.0532 4.9756 0.34
H -0.2096 4.2361 6.4448 0.35
H -1.1568 3.5740 3.6052 -0.31
H -1.3402 2.5634 5.0432 0.34
H 0.4639 1.7179 4.0573 0.19
C -4.3199 0.0205 -1.2729 -0.42
C -3.9864 0.7696 -2.5635 -0.19
O -3.3527 -0.1086 -3.4691 -0.63
H -3.4137 -0.2104 -0.7087 -0.12
H -4.7651 -0.9526 -1.4906 0.29
H -5.0530 0.5767 -0.6824 0.28
H -3.3083 1.6170 -2.3955 0.00
H -4.8648 1.2201 -3.0291 0.41
H -2.4665 -0.3266 -3.1230 0.30
C 2.5953 0.2406 2.9186 -0.95
C 1.5346 -0.8317 3.1379 0.28
O 0.2283 -0.2368 3.1876 -0.48
H 2.2964 0.8330 2.0564 -0.01
H 3.5440 -0.2679 2.7354 0.43
H 2.7477 0.8740 3.7926 0.47
H 1.6568 -1.4091 4.0580 0.63
H 1.6170 -1.5471 2.3140 -0.41
H -0.2229 -0.5570 3.9711 0.26
C -1.0622 -5.9244 -4.0802 -1.13
C -1.5161 -4.4930 -3.7916 0.52
O -1.9046 -3.8469 -4.9936 -0.52
H -0.8741 -6.5396 -3.1999 0.26
H -0.1505 -5.9013 -4.6772 0.26
H -1.8363 -6.3714 -4.7116 0.38
H -0.6604 -3.9397 -3.3969 -0.23
H -2.2768 -4.3889 -3.0106 0.15
H -2.8198 -4.1008 -5.1510 0.32
C 3.7408 2.1792 -0.3554 -0.47
C 4.5918 1.6469 -1.4968 -0.20
O 5.6517 2.5756 -1.7245 -0.56
H 2.9499 1.4843 -0.0770 -0.24
H 3.2859 3.1169 -0.6801 0.14
H 4.3256 2.4553 0.5231 0.52
H 4.0092 1.4711 -2.4023 0.30
H 5.0541 0.6945 -1.2106 0.20
H 6.0914 2.3863 -2.5555 0.30
C -1.9391 -3.1117 1.3021 -0.94
C -2.4461 -3.9920 0.1669 0.33
O -1.9640 -5.3188 0.4347 -0.59
H -2.5334 -3.2152 2.2088 0.52
H -1.9781 -2.0751 0.9548 0.07
H -0.8911 -3.2685 1.5561 0.16
H -2.1015 -3.6420 -0.8097 -0.23
H -3.5391 -4.0442 0.1285 0.31
H -2.2643 -5.8939 -0.2805 0.29
C -1.7838 6.9088 0.5749 -1.33
C -0.7605 5.9546 1.1358 0.84
O 0.5460 6.4020 0.8004 -0.59
H -2.7691 6.4414 0.5752 0.33
H -1.6107 7.1370 -0.4814 0.35
H -1.7264 7.8825 1.0630 0.32
H -0.9426 4.9497 0.7356 -0.22
H -0.8687 5.8996 2.2266 0.01
H 1.1820 5.8114 1.2160 0.30
C -3.5284 3.0666 1.9020 -0.66
C -4.9365 2.5476 2.1271 -0.39
O -5.8633 3.5528 1.7471 -0.54
H -2.8338 2.2268 2.0209 0.17
H -3.1878 3.7595 2.6728 0.33
H -3.3261 3.4724 0.9112 0.29
H -5.0249 2.4000 3.2103 0.27
H -5.0719 1.6336 1.5483 0.24
H -6.7575 3.2086 1.6983 0.29
C 4.6124 -2.5056 -0.1742 -0.29
C 4.6508 -2.1939 1.3111 0.74
O 4.7850 -3.3817 2.0860 -0.62
H 3.7191 -3.0493 -0.4867 -0.29
H 5.4757 -3.1116 -0.4647 0.41
H 4.6414 -1.6398 -0.8399 0.01
H 3.6737 -1.7602 1.5483 -0.80
H 5.4577 -1.4983 1.5281 0.43
H 3.9200 -3.7908 2.1679 0.35
C 2.6061 -6.2342 -0.7989 -1.29
C 1.1959 -5.7665 -0.5668 1.38
O 0.6896 -6.2229 0.6854 -0.63
H 3.0054 -5.8189 -1.7250 0.33
H 2.7649 -7.3156 -0.8229 0.37
H 3.2300 -5.8795 0.0264 0.23
H 0.5316 -5.9533 -1.4154 -0.51
H 1.2684 -4.6773 -0.4577 -0.27
H -0.2778 -6.1381 0.6521 0.47
C 1.5040 3.0472 -2.8582 -0.21
C 0.0686 3.0358 -3.3294 -0.24
O -0.1877 1.8811 -4.1087 -0.69
H 2.2286 3.1670 -3.6635 0.44
H 1.7522 2.1655 -2.2719 -0.47
H 1.5603 3.9234 -2.1942 0.24
H -0.1995 3.9158 -3.9197 0.48
H -0.6093 3.0096 -2.4679 -0.08
H -0.2643 1.1134 -3.4967 0.29



Pick the least stable structure from those above. Pick: A